1.
Molecular formula: C6H12O
Method: DFT, wB97M-V/def2-TZVPD

## Properties
Lowest unoccupied orbital energy = 0.996 eV
E_HOMO = -0.33218 Eh

```
19
C6H12O, DFT wB97M-V/def2-TZVPD
C -1.599 -0.924 1.198
C -0.834 -0.049 0.240
C -0.701 1.408 0.617
C -0.328 -0.562 -0.885
C 0.598 0.163 -1.832
C 1.960 -0.211 -1.295
O 2.645 0.514 -0.612
H -1.446 -1.986 0.979
H -1.276 -0.741 2.231
H -2.674 -0.711 1.155
H -0.793 1.548 1.699
H -1.498 1.995 0.144
H 0.262 1.829 0.311
H -0.469 -1.624 -1.085
H 0.474 -0.190 -2.862
H 0.480 1.249 -1.806
H 2.255 -1.267 -1.480
H 1.147 -0.332 1.783
H 1.796 -0.107 1.499
```

2.
Molecular formula: C5H7NO2
Method: DFT, wB97M-V/def2-TZVPD

## Properties
Lowest unoccupied orbital energy = 0.773 eV
E_HOMO = -0.26631 Eh

```
15
C5H7NO2, DFT wB97M-V/def2-TZVPD
C -2.611 -0.385 0.021
C -1.128 -0.206 0.071
C -0.286 0.934 0.109
C 1.203 0.583 0.068
N 2.298 1.423 0.223
C 1.037 -0.768 -0.063
O 2.083 -1.634 -0.257
O -0.238 -1.224 -0.044
H -2.979 0.611 -0.278
H -2.973 -0.602 1.113
H -2.739 -1.399 -0.443
H -0.679 1.990 0.045
H 2.241 2.323 -0.173
H 3.119 0.873 -0.127
H 1.652 -2.518 -0.265
```

3.
Molecular formula: C2H4ClF2
Method: DFT, wB97M-V/def2-TZVPD

## Properties
Lowest unoccupied orbital energy = 4.387 eV
Net charge = -1
E_HOMO = -0.14141 Eh

```
9
C2H4ClF2, DFT wB97M-V/def2-TZVPD
F -1.953 1.174 3.322
F 0.551 2.328 4.224
C -0.690 0.815 2.876
C 0.242 1.989 2.915
H -0.317 -0.012 3.510
H -0.776 0.433 1.840
H 1.181 1.747 2.381
H -0.208 2.873 2.421
Cl 0.960 0.535 0.717
```

4.
Molecular formula: C3H8N2
Method: DFT, wB97M-V/def2-TZVPD

## Properties
Lowest unoccupied orbital energy = 1.076 eV
E_HOMO = -0.35806 Eh

```
13
C3H8N2, DFT wB97M-V/def2-TZVPD
C 0.573 0.125 -1.148
N -0.715 0.006 -1.202
C -1.212 -0.876 -2.344
H 0.895 0.579 -0.250
H 1.097 -0.539 -1.796
H -0.568 -1.706 -2.282
H -1.056 -0.261 -3.282
H -2.240 -1.287 -2.270
C 0.338 0.452 2.879
N 0.690 1.726 2.946
H -0.560 0.316 2.173
H 1.113 -0.222 3.299
H 1.643 1.687 3.277
```

5.
Molecular formula: C8H14O3
Method: DFT, wB97M-V/def2-TZVPD

## Properties
Lowest unoccupied orbital energy = 0.920 eV
E_HOMO = -0.33102 Eh

```
25
C8H14O3, DFT wB97M-V/def2-TZVPD
C -2.488 0.155 -1.394
C -1.611 -0.068 -0.463
O -1.608 -0.975 0.507
C -2.580 -1.968 0.445
C -0.383 1.274 0.051
C 1.013 0.920 0.356
C 1.081 0.222 1.906
C 1.588 0.032 -0.786
C 3.149 0.115 -0.689
O -1.128 2.167 0.698
O -0.684 2.469 -0.600
H -3.314 -0.496 -1.702
H -2.560 0.968 -1.959
H -2.873 -2.254 -0.627
H -3.478 -1.646 0.951
H -2.053 -2.775 1.101
H 1.481 1.851 0.300
H 1.356 0.796 2.756
H 1.771 -0.589 1.712
H 0.142 -0.298 2.011
H 1.455 0.451 -1.747
H 1.270 -0.944 -0.608
H 3.517 0.146 0.265
H 3.343 1.083 -1.128
H 3.594 -0.635 -1.352
```

6.
Molecular formula: C37H52BF9N8OS3V
Method: DFT, wB97M-V/def2-TZVPD

## Properties
Multiplicity = 3
Lowest unoccupied orbital energy (alpha / beta) = -8.935 / -8.890 eV
Net charge = +3
E_HOMO (alpha / beta) = -0.58311 / -0.60840 Eh

```
112
C37H52BF9N8OS3V, DFT wB97M-V/def2-TZVPD
V -1.655 2.455 0.963
C 0.134 2.625 -3.788
C 0.239 1.311 -3.066
C 0.999 0.260 -3.541
C 1.099 -0.956 -2.788
N 0.461 -1.189 -1.659
N -0.378 -0.196 -1.270
B -1.214 -0.596 -0.075
N -2.627 -0.193 0.059
N -2.516 -1.402 -0.538
C -3.596 -2.021 -0.940
C -4.896 -1.516 -0.614
C -5.029 -0.310 0.084
C -6.341 0.295 0.457
C -3.788 0.369 0.416
S -3.812 1.977 1.186
C -3.344 -3.212 -1.839
C -4.651 -3.986 -2.069
C -2.312 -4.138 -1.148
C -2.819 -2.695 -3.206
N -0.409 -1.262 1.043
N 0.016 -2.573 0.865
C 0.764 -3.030 1.848
C 1.133 -2.244 3.009
C 0.669 -0.963 3.207
C 0.945 -0.171 4.460
C -0.149 -0.483 2.128
S -0.857 1.127 2.450
C 1.254 -4.451 1.714
C 2.794 -4.426 1.666
C 0.790 -5.233 2.967
C 0.688 -5.101 0.445
C -0.432 1.044 -1.813
S -1.474 2.385 -1.223
C 1.948 -2.130 -3.213
C 2.825 -2.494 -1.997
C 1.013 -3.309 -3.540
C 2.810 -1.798 -4.424
H 0.783 2.596 -4.679
H 0.472 3.444 -3.134
H -0.899 2.840 -4.127
H 1.540 0.354 -4.493
H -5.786 -2.096 -0.934
H -7.162 -0.366 0.087
H -6.497 1.301 -0.006
H -6.432 0.393 1.562
H -5.080 -4.298 -1.093
H -4.476 -4.891 -2.671
H -5.401 -3.361 -2.603
H -2.759 -4.531 -0.217
H -1.369 -3.624 -0.906
H -2.117 -5.012 -1.790
H -3.550 -1.980 -3.645
H -2.729 -3.549 -3.919
H -1.843 -2.175 -3.153
H 1.767 -2.724 3.762
H 1.684 -0.709 5.066
H 0.019 -0.013 5.052
H 1.351 0.813 4.213
H 3.216 -4.010 2.595
H 3.156 -3.826 0.819
H 3.174 -5.469 1.589
H 1.268 -4.830 3.875
H 1.046 -6.308 2.883
H -0.307 -5.166 3.085
H 0.866 -4.493 -0.460
H -0.391 -5.284 0.562
H 1.180 -6.088 0.309
H 2.221 -2.632 -1.089
H 3.579 -1.711 -1.812
H 3.395 -3.420 -2.218
H 0.364 -3.508 -2.673
H 1.617 -4.216 -3.738
H 0.388 -3.093 -4.432
H 3.449 -0.914 -4.237
H 2.207 -1.622 -5.329
H 3.491 -2.663 -4.627
C 3.541 4.245 -0.249
C 2.068 3.734 -0.122
N 1.901 2.695 0.950
C 2.867 1.581 0.644
C 4.356 2.058 0.522
N 4.432 3.549 0.767
C 3.841 3.849 2.152
C 2.365 3.345 2.230
H 3.580 5.330 -0.052
H 3.914 4.055 -1.272
H 1.767 3.304 -1.100
H 1.384 4.575 0.130
H 2.584 1.080 -0.307
H 2.828 0.809 1.448
H 4.753 1.815 -0.485
H 4.962 1.528 1.281
H 5.411 3.903 0.697
H 3.896 4.937 2.340
H 4.447 3.359 2.929
H 1.705 4.205 2.462
H 2.290 2.635 3.069
F 0.707 6.325 1.591
C -0.628 6.584 1.354
F -1.010 7.737 1.913
F -0.844 6.603 0.002
C -1.434 5.293 1.851
O -0.658 4.386 1.242
C -1.386 5.076 3.438
F -0.086 5.217 3.832
F -2.178 5.906 4.141
F -1.745 3.770 3.695
C -2.998 5.402 1.402
F -3.508 6.639 1.495
F -3.745 4.583 2.216
F -3.098 4.962 0.100
```

7.
Molecular formula: C4H8NO5Pd
Method: DFT, wB97M-V/def2-TZVPD

## Properties
Lowest unoccupied orbital energy = -4.464 eV
Net charge = +1
E_HOMO = -0.50321 Eh

```
19
C4H8NO5Pd, DFT wB97M-V/def2-TZVPD
Pd 0.065 0.253 -1.009
O -2.990 0.901 1.595
C -1.950 0.588 0.877
O -1.777 0.988 -0.273
C -0.955 -0.285 1.613
O -0.125 -0.893 0.627
C 1.199 -1.386 1.008
C 2.189 -1.247 -0.164
O 3.249 -1.785 -0.069
O 1.787 -0.572 -1.236
H -3.583 1.500 1.107
H -1.467 -1.041 2.208
H -0.372 0.363 2.276
H 1.106 -2.435 1.279
H 1.571 -0.809 1.856
N 0.439 1.329 -2.698
H 0.722 2.282 -2.482
H -0.334 1.374 -3.356
H 1.227 0.875 -3.159
```

8.
Molecular formula: C26H30N6O2S
Method: DFT, wB97M-V/def2-TZVPD

## Properties
Lowest unoccupied orbital energy = 0.445 eV
E_HOMO = -0.28956 Eh

```
65
C26H30N6O2S, DFT wB97M-V/def2-TZVPD
C 0.116 -3.504 -0.348
C 1.523 -3.009 -0.222
C 2.072 -2.209 -1.222
C 3.373 -1.750 -1.125
C 4.127 -2.095 -0.021
S 5.754 -1.388 0.198
O 6.299 -1.020 -1.072
O 6.534 -2.203 1.080
N 5.400 0.008 1.074
C 4.378 0.840 0.590
C 4.528 1.379 -0.697
C 3.566 2.196 -1.251
C 2.446 2.473 -0.483
C 2.285 1.937 0.815
C 3.258 1.106 1.358
N 1.091 2.363 1.332
C 0.549 3.119 0.416
C -0.773 3.782 0.564
C -1.887 3.120 -0.270
N -2.626 2.145 0.505
C -1.851 0.956 0.814
C -2.657 0.057 1.756
N -3.913 -0.313 1.146
C -4.083 -1.447 0.404
C -3.319 -2.613 0.607
C -3.603 -3.733 -0.140
C -4.635 -3.698 -1.072
C -5.340 -2.516 -1.190
N -5.079 -1.428 -0.490
C -4.678 0.867 0.807
C -3.879 1.773 -0.130
N 1.321 3.231 -0.709
C 1.068 3.977 -1.909
C 3.606 -2.885 0.984
C 2.306 -3.346 0.877
H 0.031 -4.180 -1.199
H -0.569 -2.676 -0.518
H -0.191 -4.037 0.547
H 1.472 -1.948 -2.081
H 3.819 -1.138 -1.893
H 5.312 -0.223 2.053
H 5.419 1.126 -1.247
H 3.690 2.604 -2.242
H 3.140 0.694 2.348
H -1.058 3.737 1.614
H -0.682 4.832 0.278
H -2.600 3.891 -0.575
H -1.461 2.674 -1.188
H -0.922 1.250 1.302
H -1.605 0.388 -0.105
H -2.071 -0.820 2.021
H -2.881 0.616 2.670
H -2.535 -2.645 1.346
H -3.027 -4.637 0.002
H -4.880 -4.558 -1.674
H -6.162 -2.419 -1.889
H -5.605 0.554 0.330
H -4.893 1.407 1.733
H -4.452 2.680 -0.335
H -3.712 1.241 -1.084
H 0.233 4.658 -1.757
H 1.954 4.556 -2.175
H 0.829 3.306 -2.738
H 4.232 -3.138 1.825
H 1.894 -3.971 1.655
```

9.
Molecular formula: C5H10O2
Method: DFT, wB97M-V/def2-TZVPD

## Properties
Lowest unoccupied orbital energy = 1.025 eV
E_HOMO = -0.35423 Eh

```
17
C5H10O2, DFT wB97M-V/def2-TZVPD
C -2.109 -0.619 -1.467
C -0.979 0.263 -0.954
O -0.497 -0.222 0.300
C 0.701 0.420 0.674
C 1.085 0.116 2.125
C 1.827 -0.091 -0.229
O 2.695 0.577 -0.738
H -2.927 -0.678 -0.741
H -2.504 -0.188 -2.395
H -1.766 -1.635 -1.699
H -0.170 0.292 -1.706
H -1.325 1.302 -0.820
H 0.609 1.507 0.547
H 2.028 0.631 2.340
H 0.338 0.474 2.842
H 1.245 -0.955 2.295
H 1.749 -1.194 -0.375
```

10.
Molecular formula: C2H6NO2
Method: DFT, wB97M-V/def2-TZVPD

## Properties
Multiplicity = 2
Lowest unoccupied orbital energy (alpha / beta) = 0.878 / -3.121 eV
E_HOMO (alpha / beta) = -0.36388 / -0.36324 Eh

```
11
C2H6NO2, DFT wB97M-V/def2-TZVPD
C 0.633 1.336 2.256
O 0.920 0.025 1.820
H 1.564 1.806 2.570
H 0.088 1.920 1.508
H -0.040 1.277 3.113
C -0.729 -0.947 -1.480
N 0.046 -0.213 -0.627
O -1.103 -0.529 -2.556
H -1.111 -1.867 -1.020
H 0.759 -0.044 0.872
H 0.664 0.504 -1.013
```

11.
Molecular formula: C4H8O2
Method: DFT, wB97M-V/def2-TZVPD

## Properties
Lowest unoccupied orbital energy = 0.990 eV
E_HOMO = -0.30886 Eh

```
14
C4H8O2, DFT wB97M-V/def2-TZVPD
C 1.731 0.250 -0.458
C 0.869 -0.320 0.639
O 0.285 0.593 1.533
C -0.891 0.087 0.917
C -1.390 1.036 -0.146
O -2.356 0.419 -0.960
H 1.212 1.007 -1.049
H 2.065 -0.550 -1.125
H 2.615 0.720 -0.014
H 1.325 -1.150 1.187
H -0.124 -0.899 0.247
H -0.662 1.516 -0.812
H -1.815 1.840 0.485
H -2.818 -0.216 -0.393
```

12.
Molecular formula: C23H39N7O3
Method: DFT, wB97M-V/def2-TZVPD

## Properties
Lowest unoccupied orbital energy = 0.690 eV
E_HOMO = -0.39434 Eh

```
72
C23H39N7O3, DFT wB97M-V/def2-TZVPD
C 1.491 -1.196 -4.333
O 2.884 -1.416 -4.125
C 3.277 -1.940 -2.909
O 2.528 -2.400 -2.106
O 4.564 -1.952 -2.593
C 5.557 -1.211 -3.329
H 1.019 -2.194 -4.370
H 1.427 -0.710 -5.306
H 1.028 -0.565 -3.526
H 5.331 -1.127 -4.385
H 6.439 -1.740 -3.233
H 5.679 -0.250 -2.960
C 3.488 2.912 0.584
C 2.203 2.111 0.584
C 2.403 0.619 0.195
C 2.791 0.603 -1.189
N 3.066 0.705 -2.301
H 3.334 3.939 0.843
H 4.037 2.976 -0.349
H 4.150 2.490 1.327
H 1.476 2.532 -0.148
H 1.774 2.165 1.612
H 1.525 0.060 0.364
H 3.217 0.137 0.694
C -4.489 -1.576 4.068
C -4.144 -2.743 3.155
C -5.117 -2.753 2.001
C -4.820 -1.639 1.128
N -4.499 -0.770 0.494
H -3.845 -1.410 4.899
H -5.495 -1.615 4.481
H -4.479 -0.695 3.411
H -4.256 -3.695 3.620
H -3.101 -2.626 2.840
H -6.148 -2.655 2.272
H -4.951 -3.636 1.378
C 0.869 -4.829 -0.431
C 2.022 -4.453 0.556
C 2.061 -3.015 0.952
C 0.804 -2.656 1.657
N -0.192 -2.343 2.155
H 0.912 -5.671 -1.097
H 0.776 -4.012 -1.153
H -0.078 -4.831 0.213
H 3.003 -4.584 0.053
H 1.938 -5.046 1.490
H 2.118 -2.406 0.057
H 2.892 -2.866 1.628
C -3.281 3.212 -0.986
C -2.418 4.388 -0.882
N -1.583 5.159 -0.850
H -3.543 2.938 0.051
H -2.631 2.445 -1.370
H -4.212 3.469 -1.546
C 0.496 3.837 -3.406
C 0.133 2.695 -2.582
N -0.132 1.792 -1.947
H 0.801 3.527 -4.395
H 1.187 4.488 -2.931
H -0.408 4.420 -3.475
C -1.600 3.713 3.009
C -2.996 3.651 2.829
N -4.137 3.621 2.616
H -1.164 3.940 2.034
H -1.298 2.713 3.265
H -1.235 4.528 3.641
C -1.722 0.512 0.930
C -0.845 0.634 2.125
N -0.051 0.771 2.954
H -2.606 1.101 1.104
H -2.004 -0.505 0.899
H -1.219 0.927 0.045
```

Let's list ΔE to the lowest compared entry with this formula, charge and spin in order: 46.32; 47.37; 25.02; 92.00; 172.26; 0.00; 0.00; 24.50; 38.69; 29.49; 120.88; 17.84 kcal/mol.
Let's list calculated total energy in order: -310.9855; -399.8901; -738.5765; -228.5020; -538.6853; -5015.7523; -715.8292; -1885.9906; -346.9638; -284.9300; -307.5198; -1508.7109 hartree.